Record 1
C11H8ClNO4Ti | ωB97M-V/def2-TZVPD

The geometry in XYZ format:
```
26
Properties=species:S:1:pos:R:3:forces:R:3:lowdin_spin:R:1
Ti -0.37199 -0.18593 -0.30654 0.2105 -0.0364 0.2548 1.50
Cl 4.96341 1.42266 0.96923 0.5537 0.0568 -0.4731 0.00
O -1.35643 -2.47865 1.74725 0.9888 3.1039 -3.3256 0.06
O 1.85919 -2.23694 -1.44978 -4.3488 3.4884 1.6764 0.07
O 0.58096 1.98455 -2.48547 -2.0425 -3.8808 3.2173 0.07
O -2.38012 1.99359 0.98368 2.7754 -3.4445 -2.2078 0.07
N 1.14662 0.48070 1.05498 0.0696 -0.0889 -0.6118 0.01
C -3.27699 -1.93524 -3.51693 0.0363 -0.3538 -0.3631 0.00
C -4.14845 -1.06516 -3.00239 -0.5295 0.1789 -0.0587 0.00
C -1.08983 -1.69526 0.94281 -1.7880 -4.5399 4.6992 0.05
C 0.99656 -1.53049 -1.10215 5.6197 -4.6933 -2.5173 0.06
C -1.71895 1.18803 0.47786 -4.1244 4.6497 3.0349 0.06
C 3.39157 1.14822 1.52977 0.5402 0.0501 -0.4796 0.00
C 3.14865 1.36288 2.88495 -0.6677 -0.4076 -1.1451 0.00
C 1.84621 1.09979 3.24146 -0.2241 0.1018 0.8484 0.00
C 0.87138 0.67184 2.36280 0.6137 0.1341 -0.2228 0.01
C 2.41740 0.71986 0.62436 0.0422 0.1809 0.8826 0.01
C 0.16049 1.16401 -1.77703 2.7159 5.3419 -4.8666 0.05
H -3.24638 -2.98656 -3.18405 0.0818 0.6575 -0.0526 0.00
H 1.58758 1.23825 4.26080 -0.4485 0.0434 0.7750 0.00
H -2.69391 -1.69622 -4.42250 -0.2171 -0.0569 0.6306 0.00
H 2.70073 0.58429 -0.42838 -0.3219 0.0102 0.5107 0.00
H -4.87221 -1.36242 -2.22310 0.5796 0.1990 -0.3492 0.00
H 3.93321 1.70229 3.56176 -0.3256 -0.1177 -0.1455 0.00
H -4.31619 -0.07612 -3.46430 0.2555 -0.5436 0.3764 0.00
H -0.13250 0.48802 2.72091 -0.0449 -0.0331 -0.0873 0.00
```
Positions in Å, forces in eV/Å.

## Properties
* maximum force: 7.74 eV/Å
* orbital gap (spin up / spin down): 5.728 / 5.283 eV
* relative energy (zero: lowest compared OMol25 entry of this formula, charge and spin): 0.0 kcal/mol
* net charge: +2
* E_HOMO (spin up / spin down): -0.5770 / -0.5772 hartree
* 2S+1: 3
* electronic energy: -2088.6554 Eh

---

Record 2
C2H9NS2 | ωB97M-V/def2-TZVPD

The geometry in XYZ format:
```
14
Properties=species:S:1:pos:R:3:forces:R:3:lowdin_charge:R:1
S 1.07025 1.52944 -2.23543 -0.0221 -0.1561 -0.1475 0.70
S -0.40268 -2.58424 2.06954 -0.1428 0.8677 -0.0831 0.35
N -0.92006 0.28733 1.14068 0.4171 0.2660 -0.5626 -0.05
C -0.11459 0.28617 -0.07957 0.1747 0.3415 -0.4963 -0.36
C -0.05437 1.63288 -0.81098 0.0295 -0.0284 0.3713 -0.58
H -0.52272 -0.45124 -0.77200 0.0890 -0.1540 0.1010 0.11
H 0.34490 2.38905 -0.13419 -0.2439 0.0888 0.0268 0.06
H -0.73981 -1.20685 1.63682 0.1404 -1.4448 0.4469 -0.19
H -1.83944 0.65842 0.95503 -0.1847 0.1174 0.2421 0.10
H -0.45170 0.80294 1.87071 -0.1942 0.3007 0.1427 0.10
H 0.45860 2.43926 -3.00476 0.0046 -0.0121 0.0648 -0.15
H 0.90564 -0.00058 0.17606 -0.0691 -0.2742 0.0603 0.11
H -1.05326 1.90793 -1.14553 0.0356 0.1308 -0.0122 0.07
H -0.69228 -3.12363 0.88504 -0.0339 -0.0433 -0.1541 -0.27
```
Positions in Å, forces in eV/Å.

## Properties
* maximum force: 1.52 eV/Å
* orbital gap: 9.231 eV
* relative energy (zero: lowest compared OMol25 entry of this formula, charge and spin): 15.5 kcal/mol
* E_HOMO: -0.3167 hartree
* 2S+1: 1
* electronic energy: -932.6994 Eh
* SMILES: NCCS.S

---

Record 3
C20H22Br22Cl27Cu2F3O2 | ωB97M-V/def2-TZVPD

The geometry in XYZ format:
```
98
Properties=species:S:1:pos:R:3:forces:R:3:lowdin_charge:R:1
Br -0.18350 5.29693 5.50662 -0.0794 -0.1987 0.1156 0.57
Br -4.57552 0.69260 2.75392 -0.0778 0.5073 0.1235 0.57
Br -6.11072 -4.94067 -1.22149 -0.3012 -0.6499 -0.7471 0.58
Br -0.64013 3.67710 2.90241 0.0491 -0.2730 -1.1441 0.63
Br 3.11427 -0.14321 -3.37376 -0.1214 -0.2038 0.7962 0.33
Br -0.81482 7.01579 -0.11609 -0.0918 0.0889 -0.0220 0.54
Br -4.84509 2.16492 -0.00507 -0.0135 0.0716 0.0333 0.56
Br -1.71403 -1.90580 4.15744 -0.0441 -0.5247 -0.4213 0.60
Br 0.22995 -4.96559 5.48984 -0.0771 0.1988 0.2341 0.58
Br -7.27424 -4.81019 1.74728 0.0349 0.0970 -0.1882 0.57
Br -1.08270 -7.79638 4.86858 -0.4609 -0.1677 0.2209 0.59
Br -1.00066 -5.93425 -1.18417 0.0145 -0.4616 0.0649 0.57
Br -4.83312 -3.08325 0.76299 1.4859 0.9924 0.9630 0.59
Br -3.52231 7.45891 1.47996 -0.0905 0.0378 0.2846 0.57
Br 2.02145 -7.38749 4.36495 -0.9205 0.5796 0.0210 0.47
Br -1.54687 -7.95544 1.28720 0.2448 0.1724 -0.7194 0.54
Br -1.91353 0.56020 5.97622 -0.1162 0.3419 -0.0277 0.63
Br -3.15646 4.35247 4.80144 1.1732 -0.4947 -0.0694 0.54
Br -3.43147 5.55015 -1.00012 -0.4279 -0.6511 -0.4533 0.60
Br -5.68315 3.77146 2.57520 -0.6595 0.0442 0.1500 0.58
Br 0.79582 0.04259 4.44483 -0.0137 0.0040 0.0258 0.59
Br 1.32610 -6.81584 0.76709 -0.1124 -0.3404 -0.4955 0.56
Cu 2.52033 1.32790 -1.51917 0.0404 -0.4648 -0.4326 -0.01
Cu 1.79231 -1.18026 -1.52623 0.4228 0.3055 -1.0164 0.10
Cl -5.10392 4.49742 -4.86798 -0.0961 0.1848 0.1893 0.53
Cl 4.65656 -0.20129 1.18138 0.0306 -1.6219 0.6574 0.56
Cl 2.49902 -4.18644 -1.87036 -0.1801 0.7794 -0.4863 0.55
Cl 0.11708 1.12056 -4.78814 -0.4921 0.2538 0.0265 0.54
Cl -2.20341 4.75059 -5.36216 -0.6135 -0.4825 0.5920 0.48
Cl 4.75764 2.09112 -0.26234 0.5448 1.1550 -0.2061 0.59
Cl 3.13332 -2.68436 4.71645 -0.8094 -1.3295 -1.1339 0.55
Cl 2.36228 5.37465 0.70285 0.2659 0.5462 0.5016 0.46
Cl 1.89485 -5.01811 -4.63316 -1.0121 0.0984 -0.1904 0.55
Cl 4.09401 -0.11931 5.29370 0.3271 0.8096 -0.1495 0.50
Cl -5.56750 -0.98897 -1.91632 -0.0719 -0.3216 0.1238 0.47
Cl 3.23048 2.10049 2.19206 -0.2440 0.0655 0.2816 0.55
Cl 4.24168 -5.84330 -3.32822 0.4543 0.2517 -0.0822 0.50
Cl 4.04594 5.95874 3.04233 -0.0817 0.0704 -0.1371 0.53
Cl 1.94247 6.36801 -4.90981 0.1908 0.1461 0.1780 0.53
Cl -0.71277 -0.84303 -6.72171 -0.6561 -0.1802 -1.1630 0.61
Cl 6.42381 -2.82775 -3.69231 -0.2393 0.5724 0.2329 0.51
Cl 3.81121 4.79940 -3.29248 -0.0623 -0.1062 0.4769 0.54
Cl 2.41617 3.61747 -5.59567 0.6523 0.5682 0.3459 0.47
Cl -6.22368 0.17552 -4.39603 -0.2590 -0.0646 -0.4961 0.52
Cl 2.98224 8.17309 1.44012 0.2754 -0.0903 -0.1928 0.53
Cl -0.75421 -1.60968 -3.91062 -0.0356 0.5465 -0.3818 0.51
Cl 3.44442 -1.90188 7.43731 -0.0013 -0.1415 0.3685 0.55
Cl 7.94884 -0.92902 -2.12635 -0.4133 -0.0524 0.1345 0.53
Cl -3.79799 3.10825 -7.07329 -0.1370 -0.1559 1.0474 0.45
Cl -5.07215 -2.51304 -4.34335 -0.6152 0.2583 0.1648 0.51
Cl 5.83070 -2.57666 -0.87355 0.2622 0.1652 -0.2540 0.48
F -0.76370 0.72535 -1.92912 -0.5303 -0.4708 0.0964 0.06
F -1.40661 2.17025 -0.53527 -0.6169 0.3326 0.8168 0.15
F -1.96297 0.03476 -0.16872 0.2488 1.2371 -0.6755 0.10
O 0.47783 -0.84450 -0.14791 0.1856 0.0920 1.8331 -0.21
O 1.27897 1.41690 -0.10156 0.0675 0.0256 0.1780 -0.21
C -0.29664 -7.40274 -0.13771 -0.5159 1.1057 1.4104 -1.51
C 2.72624 6.53623 2.03500 -1.6131 -0.1463 0.3168 -1.54
C -3.64641 3.66891 -5.34002 0.6090 0.2976 -1.4642 -1.48
C 0.75453 -3.02196 1.03945 -1.0115 -0.0701 1.6947 -0.08
C 6.35267 -1.67076 -2.32795 0.4361 -0.8981 0.2564 -1.49
C -1.00206 0.91775 -0.61436 0.4605 -1.1372 -0.9908 -0.56
C 3.17163 5.10536 -4.88449 -0.9206 -0.6686 -0.3785 -1.52
C -1.12440 -0.11426 4.35345 0.6117 -0.3420 1.1988 -1.62
C 0.19742 -6.50566 4.38083 1.7357 -0.7686 0.8087 -1.62
C -6.44332 -3.83625 0.28107 -0.5118 -1.1315 0.2831 -1.71
C 0.77599 -1.51269 1.14237 -1.1367 0.4355 -0.1448 -0.23
C 0.00071 -0.57032 -5.21217 0.7741 -0.5833 1.8139 -1.58
C -1.23002 3.89282 4.66550 -0.5925 1.1264 0.6894 -1.60
C 4.67727 1.49586 1.40437 -0.5774 0.5527 0.2833 -1.50
C 3.10709 -4.47740 -3.50645 0.5218 -1.3007 -0.2459 -1.52
C -4.53387 2.44292 1.88309 -0.3849 -0.9145 -0.5390 -1.61
C -2.75159 7.12262 -0.24551 0.8880 -0.2426 1.0420 -1.65
C 0.27237 0.63576 0.16120 -0.6901 0.0968 0.6428 -0.43
C -6.17441 -1.36378 -3.54431 -0.0339 0.0694 0.5799 -1.52
C 4.08141 -1.79706 5.80099 -0.5741 1.0932 0.7889 -1.60
H 1.01020 -0.93648 -5.16970 0.3346 -0.0565 -0.4028 -0.05
H 4.01003 5.41508 -5.47429 0.1141 0.0157 -0.5291 0.00
H -0.08886 0.67690 1.22746 0.6400 -0.1667 -0.4055 0.14
H -7.20496 -1.76265 -3.40851 0.9874 0.1338 -0.4806 0.04
H 5.60460 -0.90896 -2.46891 -0.0965 0.1425 -0.4289 -0.07
H -3.54717 2.80232 2.00471 0.9426 0.2869 0.0311 -0.09
H -7.13177 -3.09081 -0.01442 -0.5704 0.7055 -0.1902 -0.05
H -0.14487 -8.26435 -0.74224 0.3582 -0.3714 -0.4547 -0.03
H -1.40665 0.46273 3.51785 -0.6703 0.6104 -0.7591 -0.08
H 1.78951 6.62329 2.64746 1.0719 -0.4517 -0.5143 0.02
H 5.07255 -2.14322 5.80144 1.1701 -0.4646 0.0436 0.00
H 1.13790 -3.35808 2.04588 -0.1633 -0.0294 -1.0851 0.09
H 1.75790 -1.15017 1.47041 -0.1556 -0.0803 0.0534 0.10
H 5.47899 1.79958 2.08541 0.2221 -0.0081 -0.9136 0.04
H -2.97849 7.97240 -0.82506 -0.2240 0.6821 -0.7854 -0.04
H -0.00374 -1.15131 1.86648 0.7997 -0.5107 -0.6645 0.06
H -0.23713 -3.52709 0.89430 0.6542 0.8908 0.0988 0.08
H 0.05581 -6.16727 3.39444 -0.2800 0.1112 -1.1326 -0.11
H 1.37713 -3.35159 0.24981 0.8989 -0.4915 -0.5774 -0.02
H -1.03559 2.97084 5.17831 -0.2035 -0.1399 0.3824 -0.11
H 3.59055 -3.66806 -4.04640 0.1953 0.3828 0.9676 -0.01
H -3.51305 2.82366 -4.66841 0.3040 0.0828 -0.2921 0.02
```
Positions in Å, forces in eV/Å.

## Properties
* maximum force: 2.06 eV/Å
* orbital gap: 8.577 eV
* E_HOMO: -0.3294 hartree
* 2S+1: 1
* electronic energy: -73559.7301 Eh

---

Record 4
C4H11N2O | ωB97M-V/def2-TZVPD

The geometry in XYZ format:
```
18
Properties=species:S:1:pos:R:3:forces:R:3:lowdin_charge:R:1
O -1.39926 -2.09240 1.60078 0.3685 -0.0467 -0.8956 -0.38
N -0.77045 -1.55561 -0.70528 0.5792 -1.2385 0.5303 -0.06
N -0.30673 1.32204 -1.27441 0.2532 -0.5256 -0.1592 0.05
C 0.70587 2.20736 0.69236 -0.8780 -0.5142 -1.7517 0.00
C -0.77130 -1.23526 0.77749 -1.4615 0.5897 1.4003 -0.63
C 1.90263 0.37606 -0.63916 -0.5155 -0.6998 0.7330 -0.08
C 0.73133 1.30613 -0.32395 -0.0503 1.5803 0.4180 -0.48
H -1.01790 2.01412 -1.06272 0.1608 -0.2755 0.1627 0.07
H -0.19203 -2.43016 -0.70061 -0.9430 0.6807 -0.4622 0.06
H 1.50419 2.35215 1.32960 1.7276 -0.0264 1.2340 0.00
H 1.50676 -0.66717 -0.73820 0.3047 0.9546 -0.3712 0.05
H 2.44255 0.69837 -1.54514 -0.3710 -0.1762 0.2481 0.07
H 0.27414 -1.06227 1.08318 0.3979 0.0477 -0.3062 0.07
H -0.09309 2.93858 0.83954 -0.1018 -0.4964 -0.2534 0.04
H -1.74338 -1.85521 -0.83388 0.4012 -0.2377 -0.0774 0.05
H -0.70590 0.37701 -1.36172 0.2021 0.1532 -0.1228 0.04
H 2.61628 0.30244 0.20253 -0.3339 0.4019 -0.3107 0.07
H -1.26845 -0.21937 0.79854 0.2600 -0.1711 -0.0159 0.07
```
Positions in Å, forces in eV/Å.

## Properties
* maximum force: 2.12 eV/Å
* orbital gap: 6.438 eV
* relative energy (zero: lowest compared OMol25 entry of this formula, charge and spin): 28.6 kcal/mol
* net charge: -1
* E_HOMO: -0.0906 hartree
* 2S+1: 1
* electronic energy: -343.7256 Eh

---

Record 5
C3H3NO2S | ωB97M-V/def2-TZVPD

The geometry in XYZ format:
```
10
Properties=species:S:1:pos:R:3:forces:R:3:lowdin_charge:R:1
S -0.80238 1.58661 -0.00488 -0.0657 0.3513 -0.2911 0.79
O -1.27003 -0.98047 -0.07462 -2.1769 -2.2223 -0.5272 -0.02
O 4.72688 0.38102 -0.04254 -0.7548 0.1178 -0.2555 0.13
N 2.33791 0.15142 0.06568 1.4856 1.6566 -0.4425 0.11
C 1.04843 -0.44724 0.05359 -0.4071 -3.9567 -0.3499 -0.13
C -0.30243 -0.11534 -0.13381 5.2417 2.8471 0.9659 -0.76
C 3.55522 0.26686 -0.04773 -3.5115 -0.8595 0.7718 -0.29
H 1.26257 -1.58799 0.21586 -1.0479 2.0248 -0.4621 0.15
H 0.27775 2.03298 0.66125 -0.0647 -0.1348 -0.1543 -0.12
H -2.04829 -0.82678 -0.67152 1.3013 0.1756 0.7448 0.15
```
Positions in Å, forces in eV/Å.

## Properties
* maximum force: 6.04 eV/Å
* orbital gap: 8.730 eV
* relative energy (zero: lowest compared OMol25 entry of this formula, charge and spin): 67.8 kcal/mol
* E_HOMO: -0.3085 hartree
* 2S+1: 1
* electronic energy: -719.4722 Eh
* SMILES: O=C=N/C=C(/O)S